46
Properties=species:S:1:pos:R:3:mulliken_charge:R:1 method="wB97M-V/def2-TZVPD" max_force_ev_per_a=2.83 total_energy_ev=-51678.4394 spin_multiplicity=1 e_lumo_ev=-7.459 homo_lumo_gap_ev=7.9108 charge=+2
C 1.43 2.00 -0.51 -0.466
H 2.38 2.57 -0.50 0.616
H 1.55 1.27 -1.36 0.200
H 1.49 1.45 0.55 0.081
C 0.24 2.95 -0.70 -0.352
H -0.66 2.41 -1.08 0.476
H -0.04 3.37 0.27 0.365
C 0.55 4.11 -1.67 -1.453
H -0.32 4.76 -1.78 0.393
H 1.37 4.73 -1.29 0.395
H 0.83 3.75 -2.66 0.373
C -0.94 -1.93 0.17 0.279
C -1.62 -1.18 -0.85 0.233
C -0.67 -0.88 -1.88 0.852
C 0.61 -1.41 -1.48 0.301
C 0.43 -2.06 -0.21 0.664
C 1.43 -2.91 0.48 -1.791
C 1.84 -1.43 -2.31 -1.235
C -0.96 -0.21 -3.18 -1.342
C -3.08 -0.88 -0.87 -1.605
C -1.59 -2.60 1.33 -1.438
Lu 0.03 0.32 0.03 1.228
H 2.70 -1.76 -1.72 0.373
H 1.74 -2.11 -3.16 0.359
H 2.07 -0.43 -2.72 0.255
H 2.46 -2.63 0.21 0.430
H 1.33 -2.83 1.57 0.368
H 1.30 -3.98 0.22 0.325
H -2.41 -1.99 1.73 0.385
H -2.02 -3.57 1.04 0.314
H -0.87 -2.80 2.13 0.396
H -3.30 0.00 -1.48 0.391
H -3.66 -1.72 -1.28 0.354
H -3.45 -0.70 0.15 0.347
H -0.18 0.52 -3.44 0.308
H -1.00 -0.94 -4.00 0.342
H -1.92 0.31 -3.15 0.362
C 0.18 0.81 4.58 -1.501
C 0.73 0.96 3.18 -0.064
O -0.03 0.14 2.22 -0.676
H -0.88 1.10 4.63 0.401
H 0.73 1.48 5.24 0.403
H 0.30 -0.20 4.96 0.417
H 0.67 1.98 2.78 0.316
H 1.77 0.62 3.08 0.351
H -0.60 -0.47 2.71 0.272

---

9
Properties=species:S:1:pos:R:3:mulliken_charge:R:1 method="wB97M-V/def2-TZVPD" max_force_ev_per_a=4.00 total_energy_ev=-105091.0247 spin_multiplicity=1 e_lumo_ev=0.353 homo_lumo_gap_ev=10.9434 charge=0 smiles="C=C[Si](Cl)(Cl)Br" de_lowest_kj_mol=0.0
C 0.82 -1.42 0.39 -0.631
C 0.11 -0.65 -0.45 -0.314
Si -0.59 1.06 -0.11 0.766
Cl -2.12 1.51 -1.39 -0.220
Cl -1.38 1.40 1.79 -0.252
Br 1.06 2.54 -0.19 -0.233
H 1.13 -2.35 0.04 0.248
H 1.12 -1.20 1.32 0.290
H -0.15 -0.89 -1.41 0.346

---

39
Properties=species:S:1:pos:R:3:mulliken_spin:R:1 method="wB97M-V/def2-TZVPD" max_force_ev_per_a=2.74 total_energy_ev=-66511.5875 spin_multiplicity=4 e_lumo_ev="4.769 / 4.767" homo_lumo_gap_ev="3.2615 / 3.2567" s_squared=3.7559 charge=-2 de_lowest_kj_mol=0.0
Co -0.30 -0.03 -0.16 2.817
O -0.59 -0.62 -2.08 0.045
C -1.71 -1.45 -2.08 -0.015
C -1.94 -2.18 -0.75 -0.007
O -1.86 -1.38 0.37 0.059
H -1.63 -2.22 -2.88 0.004
H -2.61 -0.87 -2.39 0.000
H -1.11 -2.93 -0.72 0.001
H -2.88 -2.78 -0.77 0.005
O 0.12 0.50 1.78 0.043
C 0.78 1.11 2.80 0.003
C 1.05 0.26 4.10 0.006
O 0.02 -0.42 4.65 0.001
H 0.29 2.08 3.07 0.004
H 1.82 1.38 2.47 -0.001
H 1.50 0.89 4.91 -0.001
H 1.83 -0.46 3.72 0.000
C 2.74 -1.28 0.20 -0.002
O 1.55 -1.18 0.05 0.008
N 3.59 -1.18 -0.87 0.001
N 3.31 -1.52 1.41 0.002
H 3.08 -0.98 -1.75 0.000
H 4.58 -1.16 -0.74 0.001
H 2.64 -1.64 2.16 0.000
H 4.29 -1.62 1.54 0.000
C -2.81 2.09 -0.70 0.003
O -1.77 1.69 -0.23 0.011
N -3.75 1.27 -1.22 0.000
N -3.21 3.41 -0.61 0.002
H -3.55 0.28 -1.19 0.001
H -4.60 1.69 -1.53 0.000
H -4.10 3.66 -0.99 -0.001
H -2.62 3.99 -0.05 0.000
O 0.97 1.66 -0.71 0.006
H 0.94 1.87 -1.65 0.001
H 1.72 2.14 -0.35 0.003
O 1.70 -1.09 -2.98 0.000
H 1.71 -1.99 -3.30 0.000
H 0.80 -1.00 -2.55 0.001

---

10
Properties=species:S:1:pos:R:3:mulliken_spin:R:1 method="wB97M-V/def2-TZVPD" max_force_ev_per_a=3.01 total_energy_ev=-25042.8209 spin_multiplicity=8 e_lumo_ev="-3.348 / -5.054" homo_lumo_gap_ev="9.1485 / 3.7323" s_squared=16.7690 charge=+1
H 2.11 -0.39 0.00 -0.006
C -1.29 0.22 0.00 -0.026
O 0.10 0.43 0.09 -0.269
C 0.93 -0.72 0.01 -0.031
H -1.73 1.23 -0.04 -0.008
H -1.54 -0.33 -0.92 -0.003
H -1.61 -0.35 0.89 0.002
H 0.71 -1.29 -0.91 0.001
H 0.77 -1.32 0.92 0.007
Gd 1.55 2.52 -0.06 7.334

---

20
Properties=species:S:1:pos:R:3:mulliken_charge:R:1 method="wB97M-V/def2-TZVPD" max_force_ev_per_a=3.92 total_energy_ev=-10853.9988 spin_multiplicity=1 e_lumo_ev=-2.730 homo_lumo_gap_ev=10.8639 charge=+1 smiles="NC(=O)CNCC[NH3+]" de_lowest_kj_mol=105.6
N 0.45 -0.83 -1.93 -0.174
C -0.62 -1.78 -1.52 -0.756
C -1.31 -1.29 -0.17 -0.425
N -1.26 0.17 -0.01 -0.387
C -0.74 0.56 1.25 -0.510
C 0.71 1.02 0.94 0.569
N 1.35 2.08 1.44 -0.387
O 1.40 0.24 0.25 -0.746
H -0.07 -0.06 -2.40 0.386
H 0.87 -0.41 -0.98 0.273
H 1.17 -1.28 -2.48 0.357
H -1.36 -2.14 -2.22 0.403
H -0.11 -2.74 -1.21 0.316
H -2.38 -1.75 -0.14 0.344
H -0.69 -1.75 0.67 0.267
H -2.25 0.52 -0.23 0.294
H -1.39 1.23 1.84 0.439
H -0.58 -0.20 2.11 0.264
H 2.34 2.16 1.31 0.243
H 0.92 2.73 2.09 0.229

---

51
Properties=species:S:1:pos:R:3:mulliken_charge:R:1 method="wB97M-V/def2-TZVPD" max_force_ev_per_a=1.86 total_energy_ev=-30288.2942 spin_multiplicity=1 e_lumo_ev=-5.943 homo_lumo_gap_ev=4.5226 charge=+1 de_lowest_kj_mol=17.2
C 0.85 -1.03 1.85 -1.691
C -0.19 -2.05 2.10 1.533
C -0.40 -3.06 1.03 -1.423
C -0.83 -2.14 3.36 0.692
C -1.91 -3.05 3.61 -0.279
C -2.53 -3.11 4.85 -0.823
C -2.09 -2.29 5.90 -0.249
C -1.02 -1.41 5.70 -0.803
C -0.40 -1.33 4.46 -0.177
H 0.56 -0.04 2.23 0.481
H 1.81 -1.28 2.33 0.475
H 1.05 -0.92 0.78 0.332
H -1.37 -3.55 1.07 0.401
H -0.30 -2.59 0.05 0.398
H 0.36 -3.85 1.08 0.374
H -2.27 -3.70 2.80 0.211
H -3.37 -3.80 5.00 0.389
H -2.58 -2.35 6.88 0.418
H -0.66 -0.79 6.53 0.387
H 0.45 -0.65 4.33 0.334
O 1.31 2.80 -0.43 -0.663
C 1.62 2.40 -1.55 0.401
C 2.94 1.97 -2.07 0.166
C 2.78 1.53 -3.38 0.172
C 3.82 0.99 -4.12 -0.453
C 5.07 0.92 -3.49 -0.460
C 5.24 1.36 -2.16 -0.463
C 4.17 1.88 -1.43 -0.473
C 1.35 1.66 -3.75 0.384
O 0.77 1.34 -4.79 -0.637
N 0.74 2.20 -2.61 0.314
C -0.69 2.50 -2.57 -1.148
C -1.51 1.24 -2.30 0.207
C -3.02 1.52 -2.24 -0.843
C -3.53 0.68 -1.05 -0.655
C -2.28 0.36 -0.20 -0.367
N -1.18 0.60 -1.07 0.129
H 3.63 0.64 -5.14 0.478
H 5.92 0.51 -4.03 0.398
H 6.22 1.29 -1.70 0.396
H 4.25 2.21 -0.39 0.485
H -0.85 3.23 -1.76 0.443
H -0.98 2.92 -3.54 0.250
H -1.32 0.56 -3.16 0.246
H -3.17 2.59 -2.05 0.369
H -3.49 1.25 -3.19 0.356
H -4.29 1.21 -0.47 0.360
H -3.96 -0.25 -1.44 0.299
H -2.24 1.04 0.67 0.233
H -2.28 -0.66 0.21 0.068
H -0.23 0.51 -0.75 0.028

---

12
Properties=species:S:1:pos:R:3:mulliken_charge:R:1 method="wB97M-V/def2-TZVPD" max_force_ev_per_a=7.95 total_energy_ev=-11181.4362 spin_multiplicity=1 e_lumo_ev=-0.225 homo_lumo_gap_ev=8.4646 charge=0 de_lowest_kj_mol=244.4
C -1.06 -0.35 -0.03 0.515
C -0.24 1.70 0.05 0.064
C 1.31 -0.22 -0.02 0.441
H -1.91 -1.93 -0.36 0.358
H -0.36 2.85 0.08 0.325
H 1.62 1.89 0.05 0.336
H 2.19 -1.87 0.59 0.294
N -1.34 1.01 0.29 -0.414
N 1.05 1.07 -0.34 -0.258
N 2.36 -0.93 0.04 -0.717
N 0.19 -1.01 0.12 -0.522
O -2.17 -1.08 -0.13 -0.422

---

26
Properties=species:S:1:pos:R:3:mulliken_spin:R:1 method="wB97M-V/def2-TZVPD" max_force_ev_per_a=3.58 total_energy_ev=-11534.3202 spin_multiplicity=2 e_lumo_ev="3.604 / 3.484" homo_lumo_gap_ev="2.5227 / 8.4396" s_squared=0.7504 charge=-1 de_lowest_kj_mol=11.4
C 0.68 0.36 2.85 0.216
C -1.07 2.85 1.02 1.814
C -0.22 1.13 1.97 -0.392
C -1.32 0.67 1.28 1.606
N -0.05 2.46 1.76 -0.062
N -1.85 1.79 0.70 0.034
H -1.25 3.79 0.54 -0.705
H -2.71 1.93 0.17 -0.909
H -1.81 -0.26 1.08 -0.637
H 0.63 -0.70 2.60 0.010
H 0.35 0.53 3.88 -0.090
H 1.73 0.64 2.77 0.003
C 0.25 -0.70 -1.38 -0.122
C 0.21 -1.35 -2.79 -0.033
C -0.15 -1.96 -0.50 -0.012
C 1.60 -0.08 -1.08 -0.027
H -0.64 -0.08 -1.32 0.217
H 0.99 -2.11 -2.91 0.030
H 0.27 -0.61 -3.61 -0.032
H 0.64 -2.67 -0.76 -0.073
H -0.06 -1.77 0.57 0.208
H -1.09 -2.42 -0.77 -0.038
H 1.69 0.77 -1.75 -0.042
H 1.48 0.35 -0.08 0.149
H 2.44 -0.75 -1.19 -0.058
H -0.76 -1.79 -3.06 -0.055